<A>
132
Properties=species:S:1:pos:R:3 method="wB97M-V/def2-TZVPD" charge=0 molar_mass_g_mol=701.088 spin_multiplicity=1 homo_energy_ev=-7.918
O 1.335 -4.529 -7.026
O -3.301 8.615 -2.946
O 0.827 -0.133 -7.753
O -2.523 -6.953 -6.515
O -0.225 1.453 -4.032
O -2.085 3.593 10.094
O 9.664 -6.613 -6.148
O -1.790 -2.523 -1.485
N -1.300 -2.532 -0.193
N -3.275 3.444 9.382
N -4.434 7.918 -2.712
N 10.054 -6.813 -4.775
C 9.212 -7.825 -4.051
C 11.485 -6.494 -4.457
C 11.945 -5.270 -5.264
C -3.516 1.062 9.896
C -0.493 -3.690 2.426
C -5.473 9.200 -4.640
C -4.363 6.845 -4.827
C -2.593 5.281 7.928
C 9.630 -9.193 -4.546
C -4.201 2.435 9.900
C -1.623 -2.624 2.232
C -6.583 7.194 -3.786
C 0.942 -2.873 -1.171
C -5.609 2.821 7.694
C -4.715 4.056 7.558
C -6.742 7.871 -1.478
C -3.239 3.876 7.951
C -5.576 2.497 9.185
C 11.613 -6.226 -3.010
C -4.488 7.394 -0.428
C -0.105 -3.448 -0.138
C 12.509 -7.609 -4.944
C -2.815 -0.846 0.906
C 10.944 -7.283 -2.163
C -2.538 2.993 7.031
C 9.489 -7.461 -2.536
C -5.153 9.837 -1.133
C -3.488 -3.350 0.726
C -0.354 -4.945 -0.556
C 7.630 -7.574 -4.271
C -2.296 -2.317 0.896
C 0.529 -3.304 1.375
C -5.185 7.841 -4.019
C -5.189 8.277 -1.468
C -7.427 8.051 -2.756
C -4.452 2.813 11.413
H -1.135 -1.746 2.654
H -7.392 8.587 -0.976
H -4.528 6.336 -0.684
H -4.702 4.301 6.496
H -7.211 6.990 -4.653
H -3.433 7.650 -0.326
H -4.085 -3.393 1.637
H -6.278 9.181 -5.374
H -6.029 1.506 9.229
H -0.928 -5.594 0.105
H -3.094 -4.364 0.677
H 0.437 1.461 -3.341
H -2.115 -0.119 1.318
H 1.156 -3.593 -6.936
H 11.384 -8.254 -2.391
H 12.516 -8.521 -4.348
H -7.523 9.082 -3.099
H 0.639 0.439 -8.496
H 7.008 -8.355 -3.834
H 0.840 0.453 -6.996
H -3.243 0.773 8.881
H -2.825 1.947 6.919
H -5.815 10.015 -4.002
H 1.468 -1.999 -0.788
H 10.217 -7.172 -6.698
H 1.279 -4.074 1.552
H -2.779 3.427 6.061
H -5.622 10.077 -0.178
H -4.021 -3.116 -0.196
H -2.410 -2.917 2.927
H -6.582 3.059 7.262
H -2.737 7.891 -2.664
H -0.274 -3.696 3.494
H 0.548 -5.536 -0.716
H 11.493 -4.308 -5.022
H 8.998 -9.947 -4.078
H 12.999 -5.044 -5.098
H -3.298 -6.442 -6.748
H -3.220 6.008 8.445
H 1.765 -3.544 -1.419
H -4.947 6.520 -5.688
H -2.180 -3.391 -1.615
H -5.332 2.223 11.670
H -4.034 5.936 -4.322
H -5.702 10.515 -1.786
H -4.615 3.886 11.515
H -6.389 6.211 -3.357
H -6.915 6.984 -0.868
H -0.861 -4.713 2.344
H -2.628 0.902 10.506
H 7.426 -6.589 -3.853
H 0.857 -2.284 1.575
H -4.905 7.517 0.572
H -4.106 10.112 -1.009
H 13.548 -7.280 -4.970
H -5.216 2.050 7.032
H -2.372 5.713 6.952
H 0.550 -2.551 -2.136
H 9.266 -8.351 -1.946
H -4.133 0.187 10.099
H -0.857 -5.008 -1.520
H 11.929 -5.534 -6.321
H -0.877 0.819 -3.733
H -2.324 4.344 10.642
H 11.102 -5.314 -2.703
H -6.247 3.229 9.634
H -3.093 -0.519 -0.096
H -3.418 7.213 -5.227
H 10.915 -7.167 -1.080
H 10.618 -9.450 -4.163
H -1.614 5.272 8.407
H 8.993 -6.543 -2.220
H -3.707 -0.757 1.527
H 7.383 -7.595 -5.333
H -5.099 4.964 8.023
H -3.598 2.419 11.963
H -8.435 7.665 -2.606
H -4.656 9.458 -5.313
H -1.467 3.040 7.230
H 2.268 -4.615 -6.828
H 9.602 -9.374 -5.621
H 12.259 -8.025 -5.920
H 12.667 -6.146 -2.745
H -1.788 -6.359 -6.672

=====

<B>
132
Properties=species:S:1:pos:R:3 method="wB97M-V/def2-TZVPD" charge=0 molar_mass_g_mol=701.088 spin_multiplicity=1 homo_energy_ev=-8.101
O -12.470 -13.051 24.308
O -21.123 -6.969 16.182
O -17.180 -10.080 24.444
O -14.430 -16.462 17.710
O -14.467 -11.407 18.856
O -10.728 -13.975 18.593
O -17.545 -12.665 14.480
O -9.029 -8.950 17.933
N -17.440 -14.036 14.024
N -18.380 -10.237 25.127
N -20.685 -5.671 16.046
N -8.422 -7.828 18.462
C -18.720 -14.658 14.173
C -9.901 -8.211 20.642
C -7.219 -6.224 20.644
C -15.116 -13.972 13.346
C -9.367 -7.225 19.490
C -21.407 -5.618 13.619
C -19.205 -11.444 24.808
C -18.521 -12.779 25.216
C -6.971 -8.047 18.841
C -19.155 -3.219 15.678
C -19.827 -5.240 17.241
C -18.946 -5.817 14.174
C -20.552 -11.328 25.553
C -19.479 -3.743 17.077
C -6.703 -9.378 19.527
C -16.983 -13.668 11.534
C -20.678 -5.286 18.578
C -16.545 -15.909 12.541
C -20.288 -5.283 14.663
C -19.545 -11.294 23.266
C -17.237 -10.545 27.388
C -18.278 -9.709 26.517
C -19.069 -14.517 15.642
C -18.721 -16.174 13.885
C -17.944 -16.471 12.645
C -10.577 -6.704 18.792
C -6.392 -6.800 19.553
C -20.119 -3.762 14.627
C -6.184 -8.176 17.528
C -19.725 -14.017 13.235
C -19.641 -9.872 27.253
C -16.539 -14.327 12.847
C -17.883 -8.230 26.503
C -18.594 -6.109 17.500
C -20.454 -11.095 27.054
C -8.642 -5.971 20.171
H -7.217 -10.223 19.069
H -11.251 -6.198 19.483
H -17.833 -14.196 11.102
H -9.107 -5.784 21.139
H -18.067 -6.002 18.449
H -18.447 -16.723 14.787
H -7.286 -6.936 21.467
H -6.020 -7.257 16.967
H -17.661 -17.524 12.650
H -5.424 -7.036 19.995
H -10.349 -6.130 17.894
H -5.661 -9.567 19.788
H -19.106 -2.132 15.753
H -18.269 -15.010 16.194
H -18.041 -5.379 14.595
H -6.298 -6.048 18.770
H -5.154 -8.440 17.768
H -16.846 -9.825 28.106
H -6.879 -5.229 20.934
H -11.163 -7.519 18.369
H -15.104 -15.784 17.660
H -19.492 -9.823 28.332
H -20.264 -9.009 27.019
H -16.323 -10.652 26.803
H -21.359 -5.027 12.704
H -22.412 -5.502 14.024
H -6.574 -8.984 16.909
H -21.416 -10.890 27.523
H -7.196 -9.478 20.494
H -20.324 -11.985 22.945
H -21.275 -6.192 18.683
H -20.007 -14.969 15.966
H -18.863 -7.165 17.487
H -8.614 -5.063 19.569
H -17.143 -12.597 11.658
H -10.787 -7.863 21.172
H -9.983 -14.571 18.672
H -9.240 -8.241 21.509
H -21.216 -10.605 25.078
H -17.637 -11.442 27.860
H -18.452 -16.187 11.723
H -14.082 -10.701 19.375
H -19.773 -10.277 22.946
H -12.782 -13.323 23.445
H -15.858 -16.389 13.239
H -13.613 -16.003 17.517
H -9.945 -9.261 20.354
H -17.572 -7.968 27.514
H -19.348 -14.292 12.250
H -17.006 -7.993 25.902
H -20.238 -7.339 16.152
H -14.894 -14.486 14.282
H -18.694 -13.561 24.477
H -10.340 -13.138 18.339
H -21.545 -6.689 13.469
H -15.107 -12.888 13.462
H -21.463 -4.552 18.393
H -19.221 -13.488 15.969
H -18.144 -3.578 15.483
H -16.176 -13.734 10.803
H -17.431 -12.761 25.177
H -19.728 -16.449 13.572
H -18.595 -7.509 26.100
H -18.635 -11.603 22.751
H -21.063 -12.286 25.453
H -18.878 -5.736 13.089
H -17.111 -12.732 15.333
H -9.144 -8.715 17.009
H -13.221 -12.610 24.706
H -17.500 -9.417 23.829
H -18.861 -13.237 26.145
H -21.040 -3.243 14.890
H -19.758 -3.381 13.672
H -18.621 -3.467 17.690
H -20.774 -14.315 13.250
H -20.265 -3.055 17.388
H -17.800 -6.041 16.756
H -13.728 -11.977 18.640
H -18.875 -6.900 14.275
H -14.409 -14.266 12.570
H -19.760 -12.929 13.272
H -20.040 -5.160 19.452
H -16.215 -16.039 11.511
H -20.004 -11.992 27.481

=====

Which of them is most stable? Easy: <B>.

=====

<A>
9
Properties=species:S:1:pos:R:3 method="wB97M-V/def2-TZVPD" charge=0 molar_mass_g_mol=94.073 spin_multiplicity=1 homo_energy_ev=-9.217
O 2.712 -0.617 0.004
N 0.452 -1.120 0.001
N -0.095 1.480 -0.008
C -1.153 0.675 -0.001
C 1.031 1.073 0.114
C 1.535 -0.370 0.023
C -0.806 -0.695 0.108
H -2.118 0.928 -0.144
H -1.558 -1.353 -0.098

=====

<B>
9
Properties=species:S:1:pos:R:3 method="wB97M-V/def2-TZVPD" charge=0 molar_mass_g_mol=94.073 spin_multiplicity=1 homo_energy_ev=-10.359
O -1.105 -1.758 0.898
N -1.881 0.341 0.488
N 3.227 -0.393 0.759
C 0.462 -0.053 0.616
C 1.633 0.258 0.586
C -0.906 -0.577 0.683
C 3.035 0.770 0.520
H -1.679 1.316 0.343
H -2.840 0.035 0.544

=====

Which of them is most stable? Easy: <A>.

=====

<A>
31
Properties=species:S:1:pos:R:3 method="wB97M-V/def2-TZVPD" charge=+1 molar_mass_g_mol=210.253 spin_multiplicity=1 homo_energy_ev=-13.652
O -1.120 0.199 1.985
O -0.131 -1.161 -0.881
O -1.259 -3.649 1.025
N 0.423 1.397 -0.727
C -0.645 1.613 -1.482
C -1.738 -2.715 0.099
C 0.974 -0.627 -0.370
C 1.006 -0.689 1.097
C -1.128 -1.289 0.181
C 0.856 2.405 0.088
C -1.172 2.832 -1.531
C -0.697 3.870 -0.802
C -0.440 -0.917 1.494
C 0.412 3.727 -0.041
C 2.296 -0.613 -0.993
H 0.558 4.646 0.496
H -0.580 0.698 2.710
H 2.951 -1.339 -0.542
H -0.578 -1.699 2.273
H 1.418 0.181 1.592
H -1.674 -3.096 -0.961
H 2.704 0.377 -0.897
H -1.977 -0.517 0.019
H -1.990 -3.967 1.517
H -2.034 2.842 -2.260
H -1.092 0.753 -2.040
H 1.618 2.055 0.778
H -2.756 -2.444 0.394
H 2.367 -0.909 -2.126
H 1.617 -1.498 1.488
H -1.253 4.741 -0.939

=====

<B>
31
Properties=species:S:1:pos:R:3 method="wB97M-V/def2-TZVPD" charge=+1 molar_mass_g_mol=210.253 spin_multiplicity=1 homo_energy_ev=-13.716
O -0.899 -2.982 -0.493
O -1.558 -2.436 1.584
O -0.452 0.108 -1.842
N -1.916 2.177 1.304
C -1.895 0.207 -0.008
C 3.146 -0.796 1.047
C 2.153 0.007 0.202
C -2.372 0.933 1.045
C -0.469 2.105 -0.533
C -2.430 -1.166 -0.297
C 1.735 -0.755 -1.050
C 0.979 0.031 -2.098
C -1.528 -2.270 0.227
C -0.894 0.795 -0.805
C -0.991 2.772 0.532
H -3.416 -1.258 0.153
H 3.079 -0.518 2.096
H 1.042 -0.473 -3.056
H -2.519 -1.309 -1.369
H -0.698 3.780 0.778
H 1.387 1.032 -2.246
H 2.938 -1.860 0.960
H 2.633 -1.123 -1.552
H -1.055 -1.760 2.052
H 1.158 -1.642 -0.789
H 4.166 -0.605 0.725
H -3.124 0.552 1.720
H 1.266 0.190 0.820
H -2.283 2.685 2.096
H 2.549 0.992 -0.048
H 0.266 2.587 -1.158

=====

Which of them is most stable? Easy: <B>.